[1]
{"formula": "C4H16HfN13O19", "method": "ωB97M-V with the def2-TZVPD basis set", "elements": ["Hf", "N", "O", "O", "O", "N", "O", "O", "O", "N", "O", "O", "O", "N", "O", "O", "O", "N", "O", "O", "O", "C", "O", "N", "N", "H", "H", "H", "H", "C", "O", "N", "N", "H", "H", "H", "H", "C", "O", "N", "N", "H", "H", "H", "H", "C", "O", "N", "N", "H", "H", "H", "H"], "positions_angstrom": [[0.06648, 0.09585, -0.06402], [3.62284, -0.31882, -0.05558], [3.92449, -1.37130, 0.48968], [4.51768, 0.33000, -0.61110], [2.43225, 0.11919, -0.02434], [-2.67235, -0.42861, 2.19567], [-2.35620, 0.17017, 3.17187], [-3.82164, -0.69908, 2.03188], [-1.75814, -0.53466, 1.33195], [1.43314, 3.12071, -1.53381], [1.32210, 4.19003, -0.93675], [0.81580, 2.04799, -1.11963], [1.83407, 3.16815, -2.70229], [-0.02780, -3.51600, 0.02522], [-1.19934, -3.75563, 0.07583], [0.27053, -2.31258, -0.33208], [0.83034, -4.15810, 0.59765], [-3.02676, 2.02250, -0.05397], [-3.36084, 2.89561, 0.67782], [-3.80823, 1.38991, -0.77601], [-1.79183, 1.74927, -0.25953], [-2.37142, -1.32710, -2.12238], [-1.62336, -0.75696, -1.31037], [-3.61082, -0.99938, -2.17079], [-1.96522, -2.20001, -2.93315], [-3.90174, -0.19627, -1.63184], [-4.16837, -1.49166, -2.85409], [-1.01662, -2.51001, -2.77777], [-2.53302, -2.64354, -3.64095], [1.32948, -1.46624, 2.95546], [0.75224, -0.93691, 1.97979], [2.55215, -1.98760, 2.97976], [0.82194, -1.64312, 4.13755], [3.08713, -1.82126, 2.13939], [2.95149, -2.57139, 3.70074], [1.52172, -1.80835, 4.84685], [-0.17502, -1.55355, 4.27227], [1.35047, -0.49059, -3.37470], [0.83092, -0.45314, -2.27286], [2.03704, 0.48493, -3.89455], [1.05974, -1.38160, -4.24675], [2.04025, 1.39091, -3.44813], [2.54739, 0.31199, -4.74879], [0.67306, -2.26209, -3.93803], [1.59083, -1.40162, -5.10561], [0.04321, 2.77950, 2.34646], [0.14185, 1.85690, 1.56972], [0.45522, 3.99345, 2.23878], [-0.62144, 2.68694, 3.44277], [0.84106, 4.00509, 1.30546], [-0.01085, 4.77475, 2.67747], [-0.72489, 3.52706, 3.99378], [-1.15122, 1.88619, 3.75618]], "atomic_forces_ev_per_a": [[1.904, -1.097, -0.894], [2.344, 0.120, -0.507], [-0.783, -0.837, 0.648], [-1.455, 0.270, 0.007], [-1.952, 0.666, -0.032], [-0.112, 1.537, -1.588], [1.515, 1.147, 3.363], [-0.854, -1.528, -1.323], [-0.395, -1.030, -0.840], [-2.431, 1.369, -1.629], [0.401, -1.095, 1.537], [0.293, -0.300, 0.369], [0.702, -1.450, 0.444], [0.594, 2.601, 3.581], [-2.374, -1.624, -1.020], [1.255, 1.815, -1.488], [0.705, -1.068, -0.852], [0.422, -1.217, -2.081], [-0.041, 0.660, 1.112], [-0.474, 0.251, 0.550], [0.682, 0.127, 0.609], [0.349, 2.683, 2.673], [1.612, 1.481, 1.654], [-3.253, 0.350, -0.479], [2.913, -4.022, -3.287], [-0.279, -0.036, -0.104], [-0.446, 0.570, 0.431], [-0.236, -0.167, -0.056], [0.192, 0.098, 0.345], [1.087, -0.553, -1.556], [-0.168, 0.412, -0.213], [1.826, 0.551, -2.281], [-2.636, 0.405, 2.563], [0.499, -0.225, -0.350], [-0.496, 0.200, -0.266], [-1.090, -0.062, 0.358], [0.358, 0.121, 0.487], [-0.359, 2.785, 1.176], [-1.148, -0.284, 2.925], [2.009, 1.914, -0.550], [-0.981, -4.958, -2.909], [0.343, 0.383, 0.219], [-0.117, 0.536, 0.294], [0.302, 0.150, -0.112], [-0.330, -0.214, 0.134], [-1.950, -0.709, 1.337], [1.183, -2.924, -2.636], [2.915, 2.501, -3.245], [-2.991, -1.320, 4.809], [0.426, 1.784, -0.478], [0.315, -0.234, -0.502], [-0.038, -0.538, 0.114], [0.245, 0.008, -0.461]], "e_tot_ha": -2350.96000, "s_squared": 0.755, "multiplicity": 2}

***

[2]
{"formula": "CH3IN2", "method": "ωB97M-V with the def2-TZVPD basis set", "elements": ["C", "N", "N", "I", "H", "H", "H"], "positions_angstrom": [[0.93127, 0.06227, -0.00830], [-0.25953, 0.30150, 0.66062], [-1.21876, -0.24964, -0.07125], [-3.23005, 0.00879, 0.14817], [0.65523, -0.67502, -0.86422], [1.70494, -0.44698, 0.58502], [1.41690, 0.99910, -0.45003]], "atomic_forces_ev_per_a": [[3.022, -0.622, -3.147], [-3.746, -1.225, -0.893], [0.045, 1.136, 2.316], [0.491, 0.156, -0.103], [1.250, 1.372, 1.135], [-0.360, 0.264, 0.200], [-0.702, -1.081, 0.493]], "e_tot_ha": -446.93170, "s_squared": 2.014, "multiplicity": 3, "e_above_lowest_kj_mol": 12.9}

***

[3]
{"formula": "C4H8Cl2S", "method": "ωB97M-V with the def2-TZVPD basis set", "elements": ["C", "C", "C", "C", "H", "H", "H", "H", "H", "H", "H", "H", "S", "Cl", "Cl"], "positions_angstrom": [[-1.84298, -0.28298, 0.59047], [-0.53986, 0.49716, 0.52335], [0.70761, -0.28536, 0.21272], [0.76017, -1.58143, -0.06094], [2.36688, 1.13171, -1.47745], [0.86987, 2.37878, -1.45435], [-2.64061, 0.34970, 0.98394], [-1.74825, -1.16467, 1.22885], [-0.64618, 1.31418, -0.19980], [-0.40617, 0.97797, 1.50264], [1.63741, 0.28084, 0.23100], [-0.10213, -2.23220, -0.12979], [1.72681, 1.86936, -0.55667], [-2.39712, -0.84905, -1.01615], [2.25456, -2.40403, -0.37783]], "atomic_forces_ev_per_a": [[0.103, 0.002, 0.263], [-0.201, -0.154, 0.040], [-0.139, -2.257, 0.971], [-0.534, 0.204, 0.051], [-0.099, 0.051, 0.071], [0.280, 0.251, -0.127], [0.120, -0.105, -0.081], [-0.051, 0.103, -0.117], [-0.200, -0.276, 0.224], [0.015, -0.019, -0.070], [-0.887, -2.210, 1.164], [0.086, -0.003, -0.154], [1.423, 4.358, -2.256], [0.016, 0.019, -0.025], [0.069, 0.036, 0.044]], "e_tot_ha": -1475.68885, "e_above_lowest_kj_mol": 103.1}